# 1
{
  "formula": "C2HClF3O2S",
  "method": "ωB97M-V with the def2-TZVPD basis set",
  "spin_multiplicity": 1,
  "total_charge": -1,
  "e_lumo_ev": [3.45, 3.45],
  "gap_ev": [7.646, 7.650],
  "relative_energy_kcal_mol": 65.5,
  "species": ["C", "C", "O", "O", "F", "F", "F", "S", "Cl", "H"],
  "coordinates": [[0.0366, 0.5337, 0.5166], [0.4246, -1.6612, -0.5271], [-0.9915, 2.7189, 0.9316], [-0.4353, 2.2517, -1.3739], [1.3652, -2.0733, 0.3544], [0.8755, -1.9186, -1.7299], [-0.6365, -2.4297, -0.3081], [-1.1821, 1.8027, -0.2224], [-0.4574, -0.1989, 1.9807], [1.0008, 0.9748, 0.3780]],
  "forces_ev_per_a": [[-1.1, -2.3, -1.9], [-0.3, 3.2, 2.3], [-0.1, 0.1, 0.3], [1.0, 0.3, -1.7], [0.5, -0.4, 0.1], [0.4, -0.1, -1.2], [-0.8, -0.4, -0.1], [-0.8, -0.7, 1.4], [0.3, 0.2, 0.3], [0.9, -0.1, 0.5]],
  "nbo_charge": [-0.431, 0.872, -1.026, -1.029, -0.383, -0.350, -0.363, 1.511, 0.008, 0.191]
}

---

# 2
{
  "formula": "C2H3NO2",
  "method": "ωB97M-V with the def2-TZVPD basis set",
  "spin_multiplicity": 1,
  "e_lumo_ev": 0.29,
  "gap_ev": 9.362,
  "relative_energy_kcal_mol": 67.7,
  "species": ["N", "C", "O", "C", "O", "H", "H", "H"],
  "coordinates": [[0.0454, -0.8157, 1.0772], [-0.0131, -0.6059, -0.2493], [0.3880, -1.2800, -1.1494], [0.1296, 1.4073, -1.1792], [-0.6737, 0.6550, -0.4281], [0.5362, -1.6321, 1.3929], [-0.0974, -0.0413, 1.7068], [-0.3199, 2.4228, -1.1141]],
  "forces_ev_per_a": [[0.0, -0.1, 0.2], [0.2, -0.5, -0.3], [-0.6, 0.3, 0.6], [-0.4, 0.2, 0.5], [1.1, 0.7, -0.9], [0.1, 0.0, 0.1], [-0.1, -0.2, -0.1], [-0.4, -0.2, -0.1]],
  "nbo_charge": [-0.829, 0.881, -0.550, 0.131, -0.526, 0.412, 0.410, 0.070]
}

---

# 3
{
  "formula": "C17H24Br2F2N5O6S2",
  "method": "ωB97M-V with the def2-TZVPD basis set",
  "spin_multiplicity": 1,
  "total_charge": 1,
  "e_lumo_ev": -3.27,
  "gap_ev": 7.413,
  "species": ["C", "C", "Br", "C", "Br", "N", "C", "C", "C", "C", "S", "C", "N", "N", "C", "O", "N", "C", "N", "C", "O", "F", "C", "O", "F", "C", "C", "C", "O", "O", "H", "H", "H", "H", "H", "H", "H", "H", "H", "H", "H", "H", "H", "H", "H", "H", "H", "H", "C", "S", "O", "C", "H", "H", "H", "H", "H", "H"],
  "coordinates": [[0.8618, 2.5513, 2.0388], [1.1178, 2.6862, 0.5411], [2.2948, 4.0809, -0.0253], [0.5320, 1.8986, -0.3578], [0.8867, 2.1832, -2.2319], [-0.4066, 0.8417, 0.0729], [-1.4249, 0.5977, -1.0173], [-2.4644, -0.3768, -0.4015], [-3.7071, -0.5489, -1.3142], [-4.9498, 0.1150, -0.6671], [-6.0181, 0.9823, -1.8668], [-5.9791, 2.6660, -1.3245], [-6.7698, 3.5842, -1.6591], [-6.3586, 4.7443, -1.0402], [-5.3413, 4.4228, -0.3612], [-5.0225, 3.1171, -0.4540], [-1.7421, -1.6176, -0.1348], [-0.7848, -1.5176, 0.9294], [-1.3613, -1.1558, 2.2635], [-2.5576, -1.8953, 2.5670], [-3.4615, -1.4425, 3.1807], [-2.6455, -3.1742, 2.1565], [-0.3889, -1.6007, 3.2525], [-0.1780, -2.7391, 3.4995], [0.2936, -0.6618, 3.9138], [0.2553, -0.4224, 0.5250], [1.1960, -1.0674, -0.5202], [2.4110, -1.6443, 0.2194], [2.5844, -2.8098, 0.3762], [3.3110, -0.7109, 0.7295], [1.5645, 3.2159, 2.5495], [1.0748, 1.5414, 2.4075], [-0.1676, 2.8585, 2.2620], [-0.9460, 1.2034, 0.8705], [-1.8714, 1.5233, -1.3823], [-0.9289, 0.0220, -1.8049], [-2.7729, 0.1091, 0.5484], [-3.8402, -1.6270, -1.4711], [-3.4817, -0.1220, -2.3003], [-5.5542, -0.6778, -0.2113], [-4.6795, 0.8355, 0.1101], [-4.7995, 5.1244, 0.2585], [-2.3536, -2.4213, -0.0484], [-0.2059, -2.4540, 0.9487], [0.8690, -0.1909, 1.4031], [0.6621, -1.8457, -1.0742], [1.5895, -0.3641, -1.2665], [3.1261, -0.5949, 1.6705], [8.0244, -2.2455, -2.0783], [6.2481, -2.5030, -1.9680], [5.6619, -2.1363, -3.2843], [5.9198, -1.1347, -0.8466], [8.4307, -2.9786, -2.7723], [8.2313, -1.2409, -2.4481], [8.4752, -2.3882, -1.0959], [6.2573, -0.1982, -1.2930], [6.4334, -1.3066, 0.0999], [4.8510, -1.0902, -0.6731]],
  "forces_ev_per_a": [[0.6, 0.4, -0.5], [0.1, 0.1, 0.4], [-0.5, -0.6, 0.6], [1.0, 0.9, -0.8], [-0.5, -0.6, 0.8], [-0.2, 0.7, -0.9], [-0.9, -1.9, 0.3], [0.2, 0.9, 0.0], [0.7, 0.2, 0.4], [-0.1, -0.2, -0.2], [-0.1, 0.4, 0.0], [1.0, -1.2, 0.8], [-1.6, 0.3, -1.2], [-0.4, 0.4, -0.4], [0.3, 0.8, 0.7], [0.7, -0.5, 0.0], [-0.4, 0.1, 0.4], [0.5, 0.5, -1.4], [0.8, -0.7, 0.3], [-1.8, 0.0, 0.9], [0.6, 0.2, -0.3], [0.9, 0.6, -0.5], [0.3, -1.2, 1.0], [-0.1, 0.5, -0.2], [-0.6, 0.6, -0.9], [0.7, -1.5, 0.1], [0.4, 0.5, -0.3], [-0.1, -0.5, 0.2], [-0.1, 0.1, -0.1], [-1.2, 0.3, -0.2], [-0.4, -0.1, 0.1], [-0.2, 0.2, -0.1], [0.2, -0.1, 0.2], [0.2, 0.0, 0.0], [0.3, 0.0, 0.3], [0.0, 0.5, 0.0], [-0.2, -0.3, -0.2], [-0.3, 0.3, 0.0], [-0.2, 0.0, 0.2], [0.0, 0.4, 0.0], [0.0, -0.2, -0.2], [0.2, -0.5, 0.0], [0.1, 0.0, 0.0], [-0.3, 0.1, 0.4], [-0.4, 0.4, -0.2], [0.3, 0.0, 0.2], [-0.2, 0.1, 0.3], [0.4, -0.2, 0.1], [0.1, 0.1, 0.0], [0.1, -0.1, 0.0], [0.0, 0.1, 0.1], [0.2, 0.1, -0.1], [-0.1, 0.0, 0.0], [-0.1, 0.0, 0.0], [0.0, 0.0, 0.0], [0.0, -0.1, -0.1], [0.0, 0.0, 0.0], [0.2, -0.1, -0.1]],
  "nbo_charge": [-0.685, -0.056, 0.179, -0.019, 0.169, -0.424, -0.224, -0.049, -0.426, -0.540, 0.306, 0.299, -0.297, -0.255, 0.283, -0.460, -0.644, 0.102, -0.605, 0.958, -0.457, -0.307, 0.951, -0.466, -0.299, -0.031, -0.565, 0.790, -0.474, -0.735, 0.276, 0.225, 0.242, 0.456, 0.259, 0.250, 0.174, 0.232, 0.235, 0.246, 0.240, 0.211, 0.410, 0.256, 0.232, 0.269, 0.271, 0.501, -0.832, 1.254, -0.986, -0.832, 0.247, 0.232, 0.230, 0.228, 0.229, 0.227]
}

---

# 4
{
  "formula": "C35H35NO6",
  "method": "ωB97M-V with the def2-TZVPD basis set",
  "spin_multiplicity": 1,
  "e_lumo_ev": 0.59,
  "gap_ev": 8.143,
  "smiles": "COc1ccc([C@H](c2ccc(Oc3ccccc3)cc2)C2(Cc3ccc(N(C)C)cc3)C(=O)OC(C)(C)OC2=O)cc1",
  "species": ["C", "N", "C", "C", "C", "C", "C", "C", "C", "C", "O", "O", "C", "C", "C", "O", "C", "O", "C", "C", "H", "H", "H", "H", "H", "H", "H", "H", "H", "H", "H", "H", "H", "H", "H", "H", "H", "H", "C", "O", "C", "C", "C", "C", "C", "C", "C", "C", "C", "O", "C", "C", "C", "C", "C", "C", "C", "C", "C", "C", "H", "H", "H", "H", "H", "H", "H", "H", "H", "H", "H", "H", "H", "H", "H", "H", "H"],
  "coordinates": [[5.1954, 3.3645, 4.7619], [4.9679, 1.9439, 4.6166], [6.1678, 1.1771, 4.8907], [4.0304, 1.4999, 3.6820], [4.4452, 0.8253, 2.5172], [3.5250, 0.4546, 1.5465], [2.1602, 0.6592, 1.7693], [1.1422, 0.0878, 0.8044], [0.4978, 1.0533, -0.2129], [-0.0517, 2.2084, 0.6297], [-0.6202, 2.0525, 1.6944], [0.0718, 3.4909, 0.1715], [0.7582, 3.7839, -1.0579], [-0.0575, 3.5151, -2.3033], [1.1036, 5.2629, -0.9865], [1.9359, 2.9610, -1.0989], [1.7006, 1.5905, -1.0363], [2.5267, 0.8399, -1.5087], [1.7376, 1.2152, 2.9768], [2.6478, 1.7527, 3.8629], [4.2967, 3.9206, 4.4844], [5.4484, 3.5838, 5.8062], [6.0382, 3.6906, 4.1242], [5.9355, 0.1110, 4.8866], [6.9458, 1.3676, 4.1392], [6.5536, 1.4802, 5.8707], [5.5064, 0.6543, 2.3606], [3.8223, -0.0147, 0.6049], [1.6438, -0.6996, 0.2273], [0.3124, -0.3251, 1.3915], [-0.1694, 2.4374, -2.4757], [-1.0135, 4.0584, -2.2670], [0.5377, 3.9234, -3.1335], [1.4779, 5.5188, 0.0024], [1.8328, 5.5237, -1.7572], [0.1997, 5.8506, -1.1776], [0.6760, 1.2653, 3.1879], [2.2953, 2.3204, 4.7204], [-7.1443, 1.7001, -0.0963], [-5.8757, 2.3667, -0.1532], [-4.6831, 1.7302, -0.1546], [-3.5604, 2.5886, -0.1788], [-2.3538, 2.0745, -0.5800], [-2.0640, 0.7031, -0.6414], [-0.5968, 0.3302, -1.0249], [-0.3007, -1.1911, -1.0654], [0.5545, -1.7582, -2.0265], [0.7645, -3.1313, -2.0755], [-0.1061, -3.9714, -1.3671], [-0.1405, -5.3233, -1.7115], [-1.1397, -5.9014, -2.4937], [-0.7035, -6.8640, -3.4101], [-1.6463, -7.6760, -4.0328], [-3.0071, -7.5315, -3.7514], [-3.4240, -6.5048, -2.9025], [-2.4982, -5.6610, -2.2796], [-0.8365, -3.4535, -0.2973], [-0.9347, -2.0667, -0.1774], [-3.1973, -0.1439, -0.5988], [-4.4730, 0.3369, -0.2730], [-7.8458, 2.5349, -0.0998], [-7.3125, 1.0536, -0.9606], [-7.2492, 1.1198, 0.8232], [-3.6581, 3.6611, -0.0292], [-1.6102, 2.8031, -0.8863], [-0.5553, 0.6068, -2.0813], [1.0863, -1.1292, -2.7399], [1.5561, -3.5568, -2.6906], [0.3661, -6.9664, -3.5889], [-1.3039, -8.4340, -4.7335], [-3.7383, -8.2141, -4.1938], [-4.4845, -6.3588, -2.7200], [-2.8091, -4.8518, -1.6233], [-1.3344, -4.1139, 0.4148], [-1.5312, -1.6581, 0.6372], [-3.1110, -1.2129, -0.8032], [-5.3230, -0.3409, -0.1479]],
  "forces_ev_per_a": [[-0.1, 0.0, 0.0], [0.1, 0.1, 1.0], [-0.4, 0.1, -0.5], [-0.4, 0.0, -0.9], [-0.1, 0.3, 0.3], [-0.5, 0.0, 0.0], [0.0, -0.5, 0.0], [0.3, -0.4, 0.4], [1.1, 1.6, 0.7], [-1.1, 0.5, 1.4], [0.8, 0.2, -1.8], [0.3, -0.2, 0.0], [0.1, -0.3, 0.5], [0.3, 0.2, -0.5], [0.2, -0.2, 0.0], [-0.6, -0.7, -0.1], [1.1, -0.4, -0.6], [-1.1, 1.0, 0.4], [0.1, 0.4, -0.2], [0.9, -0.4, 0.2], [0.2, 0.0, 0.1], [0.0, 0.1, -0.2], [-0.2, 0.1, 0.1], [0.1, 0.1, 0.1], [0.2, -0.1, 0.0], [0.0, -0.2, -0.1], [-0.1, 0.0, 0.0], [0.1, 0.1, 0.4], [-0.4, 0.1, 0.2], [0.2, -0.1, -0.2], [-0.3, 0.5, -0.1], [0.3, -0.4, -0.1], [-0.2, -0.2, 0.1], [0.1, 0.0, -0.1], [0.0, -0.1, 0.1], [0.1, -0.2, 0.1], [0.2, 0.1, 0.0], [0.2, -0.3, 0.1], [0.7, 0.2, 0.1], [-0.4, 0.0, 0.5], [0.7, -0.4, -0.1], [-0.9, -0.5, -0.7], [0.3, -0.1, 0.3], [-0.7, -0.1, -0.9], [-1.0, -1.5, -0.8], [-0.9, -0.3, -0.4], [0.1, 0.3, 0.5], [-0.7, -0.2, -0.2], [0.1, -0.2, -0.1], [0.5, 0.2, 0.2], [0.1, 0.2, 0.4], [-0.3, 0.2, 0.3], [0.0, 0.1, 0.1], [0.1, 0.1, 0.0], [0.2, 0.1, -0.1], [0.2, -0.3, -0.2], [-0.1, 0.0, -0.4], [0.3, 0.0, 0.3], [0.7, 0.0, 0.6], [-0.4, 1.0, -0.3], [-0.1, -0.3, 0.0], [0.1, 0.0, 0.0], [0.0, 0.0, 0.0], [-0.3, -0.2, -0.2], [-0.4, -0.5, 0.6], [0.4, 0.2, 0.1], [0.0, 0.0, 0.3], [-0.5, 0.0, -0.2], [-0.3, -0.1, 0.1], [-0.1, 0.1, 0.1], [0.3, 0.3, 0.1], [0.1, 0.0, 0.0], [0.0, -0.2, 0.0], [0.0, 0.2, -0.4], [0.2, -0.1, -0.2], [0.1, 0.4, 0.2], [0.4, 0.2, -0.3]],
  "mulliken_charge": [-0.985, 0.058, -1.109, 0.427, -0.425, -0.582, -0.315, -2.352, 3.886, -1.716, -0.570, -0.269, 1.721, -1.251, -1.777, -0.409, 0.138, -0.552, -0.353, -0.765, 0.343, 0.291, 0.286, 0.339, 0.375, 0.315, 0.322, 0.431, 0.655, 0.709, 0.194, 0.391, 0.488, 0.418, 0.409, 0.371, 0.578, 0.480, -0.816, -0.380, 0.374, -0.746, 0.424, 0.086, 0.481, -0.285, 0.115, -0.950, 0.093, -0.467, 0.576, -0.530, -0.355, -0.550, -0.534, -0.206, -1.331, -0.010, -0.744, -0.890, 0.239, 0.336, 0.328, 0.471, -0.604, 0.799, 0.372, 0.492, 0.391, 0.349, 0.361, 0.356, 0.327, 0.503, 0.721, 0.591, 0.416]
}

---

# 5
{
  "formula": "C5H7NO",
  "method": "ωB97M-V with the def2-TZVPD basis set",
  "spin_multiplicity": 1,
  "e_lumo_ev": [0.08, 0.08],
  "gap_ev": [7.405, 7.405],
  "relative_energy_kcal_mol": 103.9,
  "species": ["C", "C", "C", "C", "N", "C", "O", "H", "H", "H", "H", "H", "H", "H"],
  "coordinates": [[-1.8370, 0.4299, -0.0466], [-0.3730, 0.3264, -0.4568], [0.6661, 1.4849, -0.2755], [1.8364, 0.8030, -0.2315], [1.6640, -0.6593, -0.1939], [0.3911, -0.8283, 0.0360], [0.0032, -1.7313, 0.9388], [-2.2059, 1.4264, -0.3017], [-1.9924, 0.2959, 1.0320], [-2.4606, -0.3139, -0.5633], [-0.3397, 0.2324, -1.5589], [-0.5534, -1.2171, 1.5529], [2.8526, 1.1044, -0.0063], [2.3488, -1.3533, 0.0748]],
  "forces_ev_per_a": [[0.0, 0.0, 0.1], [0.0, 0.0, 0.2], [0.3, -0.2, -0.4], [0.1, 0.4, 0.0], [-0.2, -0.1, 0.5], [0.2, 0.0, 0.1], [-0.3, -0.1, -0.2], [0.1, -0.1, 0.1], [0.1, 0.1, -0.1], [0.2, 0.2, 0.1], [0.1, 0.0, 0.2], [-0.3, -0.5, -0.2], [-0.1, 0.2, -0.5], [0.0, 0.2, 0.2]],
  "nbo_charge": [-0.606, -0.429, -0.260, -0.255, -0.537, 0.683, -0.655, 0.247, 0.188, 0.212, 0.288, 0.511, 0.199, 0.412]
}

---

no.,calculated total energy (Ha)
1,-1385.22100
2,-283.15006
3,-7531.17914
4,-1860.84522
5,-324.55888